1.
{
  "formula": "C23H21Cl2IrN6O7S",
  "method": "wB97M-V/def2-TZVPD",
  "total_energy_ha": -3166.99065,
  "lumo_energy_ev": -0.65,
  "de_lowest_kj_mol": 0.0,
  "homo_ha": -0.30967,
  "molar_mass_g_mol": 788.65,
  "symbols": ["Ir", "O", "Cl", "O", "O", "O", "N", "C", "C", "C", "C", "C", "C", "S", "O", "O", "N", "C", "N", "C", "C", "C", "N", "H", "H", "H", "H", "H", "H", "H", "H", "H", "N", "C", "O", "C", "C", "C", "N", "C", "C", "H", "H", "H", "H", "H", "H", "Cl", "C", "C", "C", "C", "C", "C", "C", "H", "H", "H", "H", "H", "H"],
  "xyz": [[0.088706, 0.333757, 0.307640], [-1.327537, -2.902274, -1.591353], [-0.915108, -2.483183, -0.304269], [-1.496597, -3.291848, 0.718173], [0.512670, -2.398256, -0.163530], [-1.413849, -1.054355, -0.119736], [3.256528, 7.144628, 2.908824], [3.314772, 5.880105, 2.343867], [3.219426, 5.720221, 0.956489], [3.212609, 4.461447, 0.394216], [3.297440, 3.340882, 1.212461], [3.411543, 3.483476, 2.587028], [3.418089, 4.745987, 3.151824], [3.231321, 1.738738, 0.492313], [3.349289, 0.783968, 1.560501], [4.126322, 1.688407, -0.622890], [1.687886, 1.612004, -0.055573], [1.352667, 1.803478, -1.373875], [1.885564, 2.630356, -2.253320], [1.293045, 2.641871, -3.446206], [0.174663, 1.882941, -3.772651], [-0.337723, 1.060072, -2.785745], [0.269721, 1.011575, -1.611577], [3.492437, 7.911351, 2.301016], [3.649519, 7.236684, 3.830766], [3.140640, 6.595875, 0.323251], [3.131630, 4.333699, -0.678440], [3.506256, 2.599742, 3.204539], [3.505119, 4.859824, 4.225978], [1.729905, 3.311534, -4.178656], [-0.280983, 1.939296, -4.748699], [-1.208216, 0.429846, -2.916123], [1.276728, -0.185815, 7.267374], [0.152546, -0.550505, 6.594969], [-0.840790, -0.981514, 7.139960], [0.201241, -0.360707, 5.102760], [-0.528737, -1.221087, 4.298424], [-0.507711, -1.045316, 2.928815], [0.179297, -0.050518, 2.342609], [0.852990, 0.799123, 3.126533], [0.902993, 0.668081, 4.498621], [1.304002, -0.382285, 8.253996], [2.147711, -0.056440, 6.784265], [-1.109849, -2.018689, 4.738484], [-1.054890, -1.710845, 2.286778], [1.342763, 1.618475, 2.631285], [1.446973, 1.403082, 5.076254], [-0.208898, 4.298842, -0.043997], [-0.690980, 3.767702, 1.543369], [-0.443705, 4.614228, 2.613061], [-0.910041, 4.273572, 3.872674], [-1.642149, 3.105240, 4.045900], [-1.859486, 2.264265, 2.969299], [-1.359281, 2.552055, 1.696641], [-1.521478, 1.584679, 0.578402], [0.095440, 5.537676, 2.446320], [-0.724195, 4.934656, 4.709185], [-2.035103, 2.844978, 5.020640], [-2.414850, 1.343911, 3.108164], [-1.689777, 2.109403, -0.362304], [-2.362726, 0.915836, 0.765051]],
  "forces_ev_per_a": [[0.0929, -0.2362, -0.3266], [0.0651, 0.0363, -0.1877], [0.0467, -0.0464, 0.1140], [0.0457, 0.2097, -0.0230], [0.0925, -0.0529, -0.0672], [-0.3528, -0.1475, 0.4066], [-0.0204, 0.0166, 0.0087], [0.0131, -0.0256, -0.0184], [-0.0134, 0.0106, 0.0252], [0.0058, -0.0146, -0.0137], [0.0111, -0.0017, 0.0129], [-0.0325, -0.0047, -0.0077], [0.0066, 0.0110, 0.0020], [-0.0167, 0.0244, 0.0190], [-0.0212, 0.0174, 0.0079], [-0.0251, 0.0243, 0.0267], [-0.0880, 0.0162, -0.2189], [-0.0086, -0.0333, 0.1125], [-0.0190, -0.0506, 0.0275], [-0.0540, -0.0250, -0.0550], [0.0604, 0.0488, -0.0013], [0.0891, -0.0503, 0.0079], [0.0814, 0.1464, 0.1782], [0.0054, 0.0011, 0.0016], [0.0026, 0.0015, -0.0017], [0.0031, 0.0016, -0.0019], [0.0010, 0.0012, 0.0001], [0.0045, 0.0023, 0.0046], [-0.0014, 0.0013, 0.0002], [-0.0114, -0.0034, -0.0067], [0.0087, 0.0034, -0.0033], [-0.0095, 0.0013, -0.0005], [0.0019, 0.0238, -0.0054], [-0.0189, -0.0281, 0.0143], [0.0222, 0.0017, -0.0172], [-0.0224, -0.0183, 0.0413], [-0.0032, -0.0047, -0.0671], [0.1248, 0.0359, 0.1523], [-0.2117, -0.0614, 0.0700], [0.0164, -0.0098, -0.0194], [0.0382, 0.0194, 0.0040], [-0.0010, -0.0048, -0.0001], [0.0029, -0.0071, 0.0007], [-0.0031, 0.0001, -0.0072], [-0.0865, -0.0847, -0.1430], [0.0199, 0.0590, -0.0302], [0.0038, 0.0069, -0.0127], [0.0400, 0.0103, 0.0130], [-0.0550, 0.0243, 0.0164], [0.0078, 0.0081, -0.0464], [-0.0221, -0.0213, 0.0291], [0.0263, 0.0446, 0.0257], [0.0665, -0.0129, -0.0486], [-0.0067, 0.0536, -0.0114], [0.1287, 0.1417, -0.0116], [0.0050, -0.0078, 0.0098], [0.0042, -0.0038, -0.0004], [-0.0028, 0.0103, -0.0066], [-0.0045, -0.0192, 0.0015], [-0.0216, -0.0354, -0.0078], [-0.0110, -0.0036, 0.0350]],
  "nbo_charge": [1.03, -0.79, 2.54, -0.80, -0.83, -0.85, -0.79, 0.19, -0.26, -0.17, -0.33, -0.19, -0.27, 2.34, -0.96, -0.92, -0.93, 0.60, -0.47, 0.12, -0.34, 0.12, -0.49, 0.38, 0.38, 0.21, 0.25, 0.24, 0.21, 0.20, 0.24, 0.23, -0.81, 0.65, -0.58, -0.09, -0.16, 0.04, -0.43, 0.10, -0.24, 0.41, 0.40, 0.25, 0.24, 0.24, 0.23, 0.00, -0.04, -0.18, -0.23, -0.22, -0.20, -0.08, -0.48, 0.22, 0.22, 0.22, 0.22, 0.21, 0.21]
}

2.
{
  "formula": "C23H21Cl3F24INO4P",
  "method": "wB97M-V/def2-TZVPD",
  "total_energy_ha": -5660.90211,
  "lumo_energy_ev": -4.98,
  "charge": 1,
  "de_lowest_kj_mol": 112.4,
  "homo_ha": -0.46911,
  "molar_mass_g_mol": 1095.61,
  "symbols": ["C", "C", "Cl", "C", "Cl", "C", "C", "C", "C", "N", "I", "C", "P", "O", "Cl", "H", "H", "H", "H", "H", "H", "H", "H", "H", "C", "C", "C", "F", "F", "F", "F", "O", "C", "C", "F", "F", "F", "F", "H", "H", "H", "H", "C", "C", "C", "F", "F", "F", "F", "O", "C", "C", "F", "F", "F", "F", "H", "H", "H", "H", "C", "C", "C", "F", "F", "F", "F", "O", "C", "C", "F", "F", "F", "F", "H", "H", "H", "H"],
  "xyz": [[1.523214, -4.576467, 5.020503], [1.170565, -5.151700, 3.588415], [-0.013211, -6.510168, 3.878356], [2.457426, -5.778758, 2.916587], [3.352247, -6.668138, 4.250894], [3.324663, -4.684155, 2.246734], [4.523861, -4.243923, 2.931982], [5.340944, -3.240043, 2.306879], [4.931332, -2.751494, 1.034169], [3.802171, -3.173060, 0.442087], [3.391641, -2.311469, -1.415523], [2.940929, -4.122273, 0.983085], [1.434586, -4.458541, -0.089701], [0.525192, -3.049116, 0.134151], [0.204033, -5.952374, 0.625740], [0.791643, -3.760386, 5.251883], [2.530922, -4.106301, 5.051091], [1.392211, -5.376105, 5.779985], [0.735997, -4.346334, 2.960046], [2.251704, -6.575435, 2.176582], [4.853952, -4.611088, 3.916877], [6.247520, -2.892679, 2.839758], [5.556788, -1.980333, 0.546331], [0.751692, -2.647062, 0.996068], [-3.450860, -0.162259, 3.367094], [-2.116250, -0.895421, 3.133680], [-2.150781, -2.415991, 3.269271], [-2.496596, -2.812316, 4.504014], [-0.905942, -2.930194, 3.032283], [-1.170306, -0.363117, 3.939884], [-1.725136, -0.612235, 1.853509], [-3.646541, 0.418246, 4.649856], [-4.158709, -0.392859, 5.664648], [-3.174583, -0.557334, 6.824144], [-2.019576, -1.124488, 6.408271], [-3.696102, -1.365697, 7.772674], [-4.562999, -1.572808, 5.156313], [-5.268988, 0.223535, 6.115128], [-3.442446, 0.693205, 2.689517], [-4.310836, -0.756435, 3.053499], [-2.842186, -2.864359, 2.551256], [-2.939639, 0.409452, 7.274632], [-0.601756, -0.186879, -2.791560], [-1.772161, 0.602529, -3.404633], [-2.288078, 0.107545, -4.755203], [-1.340883, 0.169976, -5.713149], [-3.312960, 0.888280, -5.170758], [-1.430119, 1.909838, -3.468076], [-2.805894, 0.522252, -2.521616], [0.703431, 0.365841, -2.970034], [1.390997, 0.067100, -4.141247], [1.676259, 1.312650, -4.985169], [0.532144, 1.923870, -5.347706], [2.325534, 0.969885, -6.119844], [0.740711, -0.887816, -4.824417], [2.573542, -0.488574, -3.750251], [-0.754117, -0.156937, -1.711362], [-0.636368, -1.247068, -3.047273], [-2.653650, -0.920983, -4.686565], [2.287881, 2.028480, -4.430007], [-0.892951, 4.996271, -3.931678], [-1.857019, 6.049876, -3.354376], [-2.013376, 7.336935, -4.163397], [-0.852208, 8.013629, -4.271459], [-2.889754, 8.166991, -3.546632], [-1.498972, 6.323237, -2.078557], [-3.085229, 5.461374, -3.284021], [0.422314, 4.956865, -3.376581], [1.384543, 5.814574, -3.903079], [1.895498, 6.817849, -2.867079], [0.895231, 7.590144, -2.400913], [2.811656, 7.643318, -3.423633], [0.918774, 6.409571, -5.013571], [2.414811, 5.026302, -4.300103], [-1.316489, 4.027564, -3.669189], [-0.873849, 5.002405, -5.022606], [-2.395215, 7.129388, -5.166943], [2.354175, 6.302197, -2.019966]],
  "forces_ev_per_a": [[-0.9557, 0.6853, -0.5156], [0.9278, -0.3829, 1.1464], [0.2900, 0.8388, -0.4253], [-0.1284, 0.1110, 0.3963], [-0.0917, 0.2162, -1.0411], [0.7674, 0.0852, 0.5153], [0.1121, 1.4436, -1.9882], [-1.6563, -1.1651, -0.0975], [1.1414, -0.0629, 1.6710], [-0.4987, -0.6721, 0.2144], [0.1106, 0.2815, -0.1014], [1.1400, 0.3077, 2.2900], [-1.0770, 0.7031, -1.5375], [1.5594, -1.3229, 0.8808], [0.6209, 0.6448, 0.2010], [0.4949, -0.7389, -0.1684], [-0.5880, -0.4886, 0.0107], [0.4373, 0.6765, -0.5457], [0.1009, -0.9154, 0.2905], [-0.1770, 0.6002, 0.5227], [-0.5886, -0.0775, -0.6993], [-0.6788, -0.0744, -0.7753], [-0.7353, -0.6216, 0.0265], [-0.6211, 0.0247, -0.3023], [-0.4790, 0.6013, -0.3606], [-0.0145, 0.7838, 0.5394], [-0.1337, -0.5555, -0.0331], [0.1780, 0.0942, -0.1681], [0.1741, 0.2352, -0.1964], [0.0448, -0.2810, -0.0374], [-0.1219, -0.3783, -0.1264], [0.4337, -0.9522, 0.3776], [-0.6677, 0.4848, -1.1194], [0.3630, 0.0234, 0.6360], [-0.1036, 0.0887, -0.1431], [-0.2204, 0.0701, -0.2134], [0.0422, -0.0889, 0.4058], [0.2548, -0.0300, 0.3360], [0.2132, -0.0160, 0.0847], [0.1712, -0.2175, 0.1372], [0.0222, 0.1110, -0.0737], [-0.1325, 0.0638, -0.1221], [0.1231, -0.3184, 0.7530], [0.4665, 0.3958, 0.3101], [-0.6283, -0.0217, -0.5905], [-0.0163, 0.0128, 0.1836], [0.0544, 0.0369, 0.3078], [-0.0544, -0.1466, -0.1781], [-0.0407, -0.3279, -0.1884], [-0.0568, 0.1070, -0.9567], [-1.0359, -0.6016, 0.9409], [0.3571, 0.7053, -0.3811], [0.0134, -0.1771, 0.2174], [0.0213, -0.2996, 0.2215], [0.4519, 0.0993, -0.2786], [0.4041, 0.1287, -0.1196], [-0.0256, 0.2223, -0.0768], [-0.0482, 0.1330, -0.2891], [0.0663, -0.0136, 0.1385], [-0.0030, -0.1161, 0.1304], [-0.1097, -0.7729, -0.1485], [0.5018, -0.3257, 0.5575], [-0.4588, 0.6400, -0.1722], [-0.0639, -0.1459, 0.0567], [-0.0455, -0.2698, 0.0945], [-0.0038, 0.1786, -0.1231], [-0.0231, 0.1282, -0.3791], [0.1339, 1.0067, -0.0628], [-0.9081, -0.9972, -0.5620], [0.2887, 0.4525, 0.4917], [-0.0162, -0.2198, -0.0877], [-0.0044, -0.2627, -0.2021], [0.4236, 0.2131, 0.0977], [0.2579, 0.1713, 0.2566], [-0.0015, 0.2437, 0.1719], [0.0330, 0.3088, 0.0622], [0.0283, -0.1464, 0.0221], [-0.0111, -0.1542, -0.1085]],
  "lowdin_charge": [-0.16, -0.74, 0.60, -0.64, 0.67, -0.17, 0.02, 0.02, -0.15, -0.46, 1.16, -0.36, 0.55, -0.39, 0.34, 0.09, 0.07, 0.06, 0.05, 0.06, 0.10, 0.13, 0.12, 0.05, -0.04, -0.43, -0.28, 0.11, 0.05, 0.13, 0.09, 0.05, -0.52, -0.28, 0.09, 0.11, 0.14, 0.16, 0.15, 0.15, 0.18, 0.18, -0.04, -0.43, -0.30, 0.10, 0.10, 0.12, 0.11, 0.03, -0.52, -0.28, 0.11, 0.11, 0.15, 0.04, 0.15, 0.15, 0.18, 0.18, -0.04, -0.43, -0.30, 0.09, 0.10, 0.13, 0.11, 0.04, -0.52, -0.28, 0.10, 0.10, 0.15, 0.13, 0.12, 0.15, 0.18, 0.17]
}

Number 1: gap between HOMO and LUMO 7.772 eV. Number 2: gap between HOMO and LUMO 7.783 eV.